Computed, not measured: a cluster of 2 separate species, C22H28N2O3 in total at a distorted geometry, with ωB97M-V/def2-TZVPD.

Geometry (Å):
C -2.12 -1.23 2.52
C -0.97 -0.27 2.38
C 0.34 -0.86 2.32
C 1.43 0.09 2.08
C 2.79 -0.56 2.24
O 1.36 1.30 1.83
O -1.27 0.95 2.36
H -1.86 -2.28 2.41
H -2.59 -1.12 3.51
H -2.90 -1.01 1.78
H 0.40 -1.93 1.93
H 2.93 -1.29 1.42
H 3.61 0.17 2.20
H 2.81 -1.05 3.23
C -1.23 -6.21 4.60
N -2.06 -5.37 5.45
C -1.91 -4.04 5.68
C -0.78 -3.27 5.12
C -0.41 -3.45 3.73
C 0.72 -2.76 3.16
C 1.63 -3.72 2.41
C 2.97 -3.88 2.75
C 3.79 -4.69 1.97
C 3.27 -5.41 0.90
C 1.93 -5.26 0.58
C 1.10 -4.43 1.33
O -0.10 -2.48 5.84
N -2.86 -3.70 6.60
C -3.01 -2.39 7.29
C -4.28 -2.40 8.14
C -3.10 -1.28 6.25
C -1.81 -2.17 8.20
C -3.64 -4.81 6.86
C -3.15 -5.84 6.14
H -1.25 -7.23 5.01
H -1.63 -6.26 3.58
H -0.20 -5.85 4.57
H -1.00 -4.15 3.14
H 1.26 -2.18 3.93
H 3.35 -3.35 3.63
H 4.85 -4.75 2.22
H 3.92 -6.03 0.29
H 1.51 -5.78 -0.27
H 0.04 -4.31 1.09
H -4.21 -3.14 8.96
H -4.38 -1.41 8.60
H -5.18 -2.59 7.54
H -2.13 -1.13 5.77
H -3.86 -1.50 5.50
H -3.37 -0.35 6.76
H -0.89 -2.11 7.61
H -1.96 -1.22 8.73
H -1.74 -2.98 8.93
H -4.47 -4.78 7.55
H -3.48 -6.87 6.09

frontier orbital gap: 6.6 eV
relative energy (zero: lowest compared OMol25 entry of this formula, charge and spin): 166.81 kcal/mol
DFT total energy: -1190.1789 hartree